# 1
{
  "formula": "C28H30Cl2MoN3O5S",
  "method": "wB97M-V/def2-TZVPD",
  "species": ["Mo", "Cl", "C", "C", "C", "Cl", "C", "O", "C", "C", "O", "C", "H", "H", "H", "C", "N", "N", "C", "O", "C", "C", "C", "C", "C", "C", "C", "C", "C", "H", "H", "H", "H", "H", "H", "H", "H", "H", "H", "H", "H", "C", "N", "C", "C", "O", "H", "H", "H", "H", "H", "H", "H", "C", "S", "O", "C", "C", "C", "C", "C", "C", "H", "H", "H", "H", "H", "H", "H", "H"],
  "xyz": [[0.25680, -0.16900, -0.13150], [5.87650, 0.73490, 4.72080], [4.66770, 0.45690, 3.54790], [5.02940, 0.03840, 2.26090], [4.05750, -0.17940, 1.30380], [4.44050, -0.69680, -0.29620], [2.69520, -0.00580, 1.59910], [1.75930, -0.21170, 0.68180], [2.32970, 0.42420, 2.90120], [0.92530, 0.66230, 3.21290], [-0.01660, 0.41830, 2.48060], [3.32270, 0.65110, 3.85620], [6.07220, -0.10690, 2.02590], [0.74200, 1.11900, 4.20220], [3.04610, 0.98090, 4.84650], [-4.24660, 0.64950, -4.57270], [-3.78880, 0.51170, -3.22030], [-2.49960, 0.27080, -2.87030], [-2.43710, 0.18370, -1.50680], [-1.29410, -0.00440, -0.90690], [-3.71840, 0.37710, -1.00730], [-4.54570, 0.57850, -2.11300], [-5.99710, 0.81180, -2.15360], [-1.34880, 0.08940, -3.68630], [-0.91440, 1.05420, -4.58860], [0.29970, 0.86850, -5.23790], [1.07970, -0.24670, -4.96930], [0.62340, -1.22420, -4.09700], [-0.59660, -1.06810, -3.45850], [-3.46710, 0.34840, -5.27050], [-4.53310, 1.68450, -4.77590], [-5.12030, 0.01450, -4.72760], [-4.01830, 0.37460, 0.02130], [-6.39400, 0.88170, -1.14480], [-6.50500, -0.00630, -2.66750], [-6.24390, 1.72970, -2.68760], [-1.50120, 1.93860, -4.78490], [0.63840, 1.60400, -5.95260], [2.03240, -0.37220, -5.45940], [1.20330, -2.12020, -3.93690], [-1.00910, -1.86560, -2.84760], [2.16960, 4.63750, -1.83220], [1.77630, 3.28970, -1.45880], [2.56610, 2.21700, -2.02580], [0.77530, 3.06840, -0.64490], [0.36710, 1.94530, -0.25210], [2.68710, 4.61430, -2.78980], [2.84600, 5.06330, -1.08850], [1.30510, 5.29210, -1.92140], [2.41420, 2.18150, -3.10490], [2.27640, 1.25290, -1.58010], [3.62260, 2.39670, -1.83470], [0.24700, 3.96360, -0.28630], [-0.35430, -4.70280, 0.43690], [0.72780, -3.51000, -0.39030], [-0.02830, -2.16580, -0.14090], [2.02920, -3.41530, 0.84700], [1.71200, -2.91690, 2.10630], [2.69180, -2.89850, 3.08370], [3.96520, -3.37190, 2.79770], [4.27580, -3.84200, 1.53080], [3.30630, -3.86340, 0.54050], [-0.48420, -4.45400, 1.48700], [0.10590, -5.68300, 0.34630], [-1.31520, -4.71320, -0.07030], [0.70940, -2.55970, 2.32290], [2.45220, -2.54610, 4.07520], [4.71570, -3.38070, 3.57010], [5.26770, -4.20690, 1.31790], [3.53700, -4.23430, -0.44710]],
  "homo_ev": [-16.454, -16.475],
  "total_charge": 3,
  "e_tot_ha": -3011.26638,
  "multiplicity": 3,
  "s_squared": 2.0151
}

***

# 2
{
  "formula": "C7H17NO",
  "method": "wB97M-V/def2-TZVPD",
  "species": ["C", "C", "C", "C", "C", "O", "N", "H", "H", "H", "H", "H", "H", "H", "H", "H", "H", "H", "C", "C", "H", "H", "H", "H", "H", "H"],
  "xyz": [[0.41968, -0.82258, 0.64850], [1.13869, -2.09223, 1.02916], [-1.60205, -2.27093, 0.50312], [-1.28642, 1.52746, 0.53070], [-1.92190, 0.19473, 0.40519], [-3.08109, -0.08321, 0.37972], [-1.01639, -0.96741, 0.45173], [0.64183, -0.01594, 1.35487], [0.89396, -0.42933, -0.26968], [1.00354, -2.46308, 2.03043], [2.07310, -2.05996, 0.43734], [-2.29278, -2.29725, -0.37528], [-0.30051, 1.63598, 0.07801], [1.24889, -3.00615, 0.34272], [-1.28425, -3.20784, -0.00166], [-2.02110, -2.55462, 1.46290], [-1.90241, 2.29924, 0.07010], [-1.20475, 1.81090, 1.58482], [2.76124, 1.44608, -1.53148], [3.33138, 2.74189, -2.08983], [3.50756, 0.84182, -1.01268], [2.03626, 1.66281, -0.73205], [2.21983, 0.82355, -2.23467], [4.22728, 3.09834, -1.58650], [3.53878, 2.74109, -3.15838], [2.61602, 3.54222, -1.90225]],
  "homo_ev": [-14.557, -14.556],
  "total_charge": 1,
  "e_tot_ha": -406.49308,
  "multiplicity": 2,
  "s_squared": 0.7615
}

***

# 3
{
  "formula": "C5H12N",
  "method": "wB97M-V/def2-TZVPD",
  "species": ["C", "C", "C", "C", "C", "N", "H", "H", "H", "H", "H", "H", "H", "H", "H", "H", "H", "H"],
  "xyz": [[2.28113, -1.07353, 1.41928], [1.71311, -0.07005, 0.47931], [0.55438, -0.52018, -0.46778], [-0.69862, 0.24721, -0.15654], [-1.67655, 0.29657, -1.06120], [-2.77009, 1.36281, -0.92489], [2.86094, -1.86516, 0.85196], [2.93358, -0.58107, 2.15376], [1.62571, -1.75988, 2.02605], [1.32667, 0.73609, 1.18512], [2.46106, 0.45109, -0.11290], [0.77770, -0.45435, -1.53654], [0.21545, -1.58913, -0.45702], [-0.82024, 0.43931, 0.92582], [-1.83357, -0.45837, -1.81346], [-3.64911, 1.25923, -1.42951], [-3.09997, 1.39501, 0.04749], [-2.20158, 2.18439, -1.12894]],
  "homo_ev": -14.174,
  "total_charge": 1,
  "e_tot_ha": -252.13870,
  "multiplicity": 1,
  "smiles": "CCC/C=C/[NH3+]"
}

***

# 4
{
  "formula": "C3H9N3",
  "method": "wB97M-V/def2-TZVPD",
  "species": ["H", "N", "C", "N", "H", "H", "H", "C", "N", "C", "H", "H", "H", "H", "H"],
  "xyz": [[1.70200, 1.82010, -1.32218], [1.32434, 0.98486, -0.88167], [1.73986, -0.03240, -1.52311], [1.76910, -1.31844, -1.03178], [2.09802, 0.10892, -2.54334], [2.37582, -2.00990, -1.42945], [1.10918, -1.65920, -0.35674], [-1.69502, 1.39960, 1.35465], [-2.03019, 0.18147, 1.50290], [-1.39504, -0.92573, 0.82213], [-2.28702, 2.19122, 1.85009], [-0.74915, 1.63608, 0.86873], [-1.84736, -1.85177, 1.17376], [-1.35534, -0.64067, -0.24052], [-0.29546, -0.97437, 1.00385]],
  "homo_ev": -8.933,
  "e_tot_ha": -283.90594,
  "multiplicity": 1,
  "smiles": "[H]/N=C/N.C=NC"
}

***

# 5
{
  "formula": "C5H8NO",
  "method": "wB97M-V/def2-TZVPD",
  "species": ["C", "C", "C", "C", "O", "C", "N", "H", "H", "H", "H", "H", "H", "H", "H"],
  "xyz": [[2.93173, 0.24559, -0.06164], [1.86932, -0.33401, -0.14089], [0.70190, -1.11974, 0.03956], [-0.90628, -0.31837, 0.04357], [-2.01752, -1.06759, 0.24361], [-0.84305, 1.03382, -0.71340], [-0.95478, 0.93182, 0.80054], [3.83103, 0.62147, -0.23770], [0.62419, -1.91466, -0.77061], [0.88187, -1.61493, 1.00260], [-2.36366, -1.63956, -0.48383], [0.03069, 1.53743, -1.12693], [-1.68741, 1.37564, -1.28572], [-0.18199, 1.25591, 1.49518], [-1.91605, 1.00717, 1.19569]],
  "homo_ev": -14.012,
  "total_charge": 1,
  "e_tot_ha": -324.90755,
  "multiplicity": 1,
  "smiles": "C#CC[C@]1(O)C[NH2+]1"
}